## 1
Molecular formula: C2H5N2O2
Method: DFT, the ωB97M-V functional and the def2-TZVPD basis

CARTESIAN COORDINATES (ANGSTROEM)
C (0.362, -0.638, -0.017)
C (0.050, 0.808, 0.175)
N (-0.236, -1.130, -1.200)
N (-0.628, 0.860, 1.538)
O (-0.394, 1.636, 2.355)
O (-1.091, -0.540, -1.838)
H (1.530, -0.572, 0.079)
H (0.116, -1.241, 0.925)
H (0.801, 1.486, -0.033)
H (-0.856, 1.147, -0.390)
H (0.348, -1.814, -1.594)

Computed properties:
Charge   +1
Kohn-Sham gap (alpha / beta)   0.16651 / 0.16979 Ha
SMILES   O=NCC[NH+]=O
M   89.07 Da
HOMO energy (alpha / beta)   -13.30 / -13.35 eV



## 2
Molecular formula: C2H5N2O2
Method: DFT, the ωB97M-V functional and the def2-TZVPD basis

CARTESIAN COORDINATES (ANGSTROEM)
C (0.093, 0.774, -0.628)
C (-0.912, -0.252, -0.015)
N (1.244, -0.009, -0.598)
N (-0.140, -0.779, 1.115)
O (-0.664, -1.339, 1.970)
O (1.115, -0.465, 1.118)
H (-0.080, 0.971, -1.666)
H (0.210, 1.756, -0.156)
H (-2.043, 0.079, 0.211)
H (-1.029, -1.093, -0.872)
H (2.207, 0.357, -0.482)

Computed properties:
Charge   +1
Kohn-Sham gap   0.38195 Ha
M   89.07 Da
HOMO energy   -16.72 eV



Consider the structures shown above. The most stable of them is 2.